No. 1
{"formula": "C3H3N3O", "method": "ωB97M-V/def2-TZVPD", "elements": ["N", "C", "N", "N", "O", "C", "C", "H", "H", "H"], "coordinates": [[-0.944723, 1.843837, 0.030558], [-0.465501, 0.765657, -0.216196], [-1.821805, -0.839576, 0.523093], [-1.152313, -1.591408, 0.067861], [1.394353, -0.822102, 1.454192], [1.472064, -0.530617, 0.279544], [0.368517, -0.186129, -0.620095], [-1.833091, 2.071142, 0.452640], [2.443783, -0.378153, -0.228348], [0.391748, -0.509738, -1.651962]], "forces_ev_per_a": [[0.0, -0.5, 0.1], [2.5, 2.1, -1.5], [-0.4, -3.5, 0.0], [-3.4, -0.1, 1.9], [-0.1, 0.3, -0.5], [0.2, 0.2, 0.2], [1.4, 2.3, -0.4], [-0.2, -0.4, 0.1], [0.2, -0.6, 0.1], [0.0, 0.2, 0.0]], "nbo_charge": [-0.590, 0.525, -0.040, 0.038, -0.538, 0.418, -0.606, 0.408, 0.117, 0.269], "multiplicity": 1, "smiles": "N=C=CC=O.N#N", "total_charge": 0, "homo_lumo_gap_ev": 9.00, "de_lowest_kj_mol": 284.4}



No. 2
{"formula": "C3H3N3O", "method": "ωB97M-V/def2-TZVPD", "elements": ["N", "C", "C", "C", "N", "N", "O", "H", "H", "H"], "coordinates": [[-0.437345, 1.502316, 0.528260], [-1.133312, 0.515393, -0.125897], [1.038765, -0.254661, -0.010415], [0.335453, -1.597325, 0.055937], [0.188261, 0.742860, -0.525216], [1.225070, -1.455768, -0.818710], [-2.217653, 0.419030, -0.632168], [-0.741299, 2.421615, 0.210575], [1.874640, 0.040935, 0.611937], [-0.132579, -2.334395, 0.705697]], "forces_ev_per_a": [[-0.8, 0.3, 2.8], [-1.3, 3.8, -2.6], [-0.6, -2.3, 1.4], [2.3, 1.0, 1.7], [0.4, -0.5, -2.5], [-0.4, -0.7, -1.1], [0.5, -1.7, 1.1], [0.2, -0.1, 0.0], [-0.1, 0.2, 0.0], [-0.2, -0.1, -0.8]], "nbo_charge": [-0.501, 0.763, -0.003, 0.017, -0.330, -0.282, -0.481, 0.378, 0.205, 0.235], "multiplicity": 1, "smiles": "O=C1NN1[C@H]1C=N1", "total_charge": 0, "homo_lumo_gap_ev": 9.11, "de_lowest_kj_mol": 561.8}



No. 3
{"formula": "C3H3N3O", "method": "ωB97M-V/def2-TZVPD", "elements": ["C", "C", "C", "N", "N", "N", "O", "H", "H", "H"], "coordinates": [[0.993533, -1.060580, -0.227905], [0.891697, 1.317356, -0.155354], [0.233244, 0.061372, 0.305988], [1.388087, -2.081952, -0.544783], [1.378336, 2.230489, -0.589701], [-1.389060, -0.162549, -0.423619], [-0.059295, 0.098904, 1.591846], [-1.806856, 0.745720, -0.462556], [-1.252084, -0.381298, -1.399139], [-0.377600, -0.767460, 1.905227]], "forces_ev_per_a": [[-0.8, -0.2, 0.7], [-2.1, -3.1, 1.5], [-3.2, 0.8, -3.4], [0.6, -0.7, -0.4], [1.5, 2.7, -1.2], [3.4, -0.3, 1.1], [0.4, -0.3, 2.2], [-0.1, 1.0, 0.4], [0.3, -0.3, -0.4], [0.0, 0.4, -0.3]], "nbo_charge": [0.208, 0.228, 0.254, -0.229, -0.243, -0.795, -0.639, 0.355, 0.351, 0.509], "multiplicity": 1, "smiles": "N#CC(N)(O)C#N", "total_charge": 0, "homo_lumo_gap_ev": 11.33, "de_lowest_kj_mol": 258.2}



No. 4
{"formula": "C3H3N3O", "method": "ωB97M-V/def2-TZVPD", "elements": ["O", "C", "N", "N", "C", "C", "N", "H", "H", "H"], "coordinates": [[0.174776, -1.232872, -1.377083], [1.123355, -0.436044, 1.090229], [1.168429, 0.755988, 0.472239], [0.002443, 1.378552, 0.078616], [-0.919701, 0.638289, -0.406537], [-0.816607, -0.794997, -0.847869], [0.954841, -1.457261, 1.617403], [1.890840, 1.403927, 0.742685], [-1.853558, 1.150936, -0.630735], [-1.724816, -1.406519, -0.738945]], "forces_ev_per_a": [[-0.4, 0.1, 0.2], [-0.2, -0.7, 0.5], [0.2, -0.1, 0.1], [-0.3, -0.3, -0.2], [0.2, 0.3, 0.1], [0.4, -0.1, -0.2], [0.3, 0.9, -0.5], [-0.1, 0.0, 0.1], [0.1, 0.0, 0.0], [-0.1, 0.0, 0.0]], "nbo_charge": [-0.470, 0.390, -0.481, -0.158, -0.066, 0.358, -0.336, 0.418, 0.211, 0.134], "multiplicity": 1, "smiles": "N#CN/N=C\\C=O", "total_charge": 0, "homo_lumo_gap_ev": 9.37, "de_lowest_kj_mol": 279.2}



No. 5
{"formula": "C3H3N3O", "method": "ωB97M-V/def2-TZVPD", "elements": ["O", "C", "C", "N", "N", "C", "N", "H", "H", "H"], "coordinates": [[-1.043027, 1.391104, 0.082035], [-0.790473, 0.353602, -0.646260], [-1.060996, -0.927653, 0.033290], [-0.132188, -1.022458, 0.920219], [0.883678, -0.095596, 0.980796], [1.310574, 0.177304, -0.321566], [0.419105, 0.402061, -1.241182], [-0.106565, 1.117191, 0.795254], [-1.853012, -1.656357, -0.074354], [2.372904, 0.260803, -0.528231]], "forces_ev_per_a": [[0.1, 0.0, 0.1], [0.3, 0.1, 0.4], [0.0, -0.2, 0.1], [-0.3, -0.1, -0.2], [0.2, -0.1, -0.1], [0.1, -0.1, -0.1], [0.0, -0.1, 0.1], [-0.4, 0.2, -0.4], [0.1, 0.1, 0.1], [-0.1, 0.1, 0.0]], "nbo_charge": [-0.630, 0.606, -0.050, -0.149, -0.482, 0.247, -0.454, 0.469, 0.231, 0.210], "multiplicity": 1, "smiles": "Oc1cnncn1", "total_charge": 0, "homo_lumo_gap_ev": [8.77, 8.77], "de_lowest_kj_mol": 507.4}



No. 6
{"formula": "C3H3N3O", "method": "ωB97M-V/def2-TZVPD", "elements": ["C", "C", "C", "H", "H", "H", "N", "N", "N", "O"], "coordinates": [[-0.471860, -0.184752, -0.133579], [1.271829, 0.833912, 0.078899], [1.646440, -0.614635, -0.094490], [-3.281042, -0.274206, -0.063038], [1.874079, 1.832176, 0.227183], [2.612800, -1.019570, 0.162533], [-1.665620, -0.690973, 0.106820], [0.004369, 1.056930, -0.154550], [0.548408, -1.196964, -0.084319], [-2.539399, 0.258082, -0.045459]], "forces_ev_per_a": [[-1.2, -5.2, 0.8], [1.3, 3.9, -1.5], [0.8, 3.2, 2.1], [-3.4, -0.9, 0.1], [-0.6, -2.4, -0.2], [0.1, -0.3, -0.6], [4.5, 0.4, -1.4], [1.4, 1.1, 1.0], [-2.4, -2.3, -0.4], [-0.5, 2.6, 0.2]], "nbo_charge": [0.347, 0.051, -0.006, 0.478, 0.210, 0.210, -0.013, -0.443, -0.360, -0.475], "multiplicity": 1, "total_charge": 0, "homo_lumo_gap_ev": 8.69, "de_lowest_kj_mol": 383.6}



No. 7
{"formula": "C3H3N3O", "method": "ωB97M-V/def2-TZVPD", "elements": ["N", "C", "N", "N", "O", "C", "C", "H", "H", "H"], "coordinates": [[2.357076, -0.327005, 0.578496], [1.179004, -0.501147, 0.288729], [-0.921750, 1.516917, -1.239648], [-0.470418, 1.886890, -2.172019], [-1.704632, -0.917323, 1.823628], [-1.261074, -0.330650, 0.870275], [-0.071739, -0.820907, 0.045628], [2.868481, 0.404310, 0.089177], [-1.715717, 0.602774, 0.491044], [-0.259233, -1.513855, -0.775308]], "forces_ev_per_a": [[-0.6, -0.2, -0.2], [0.2, -0.1, 0.1], [0.7, 1.1, -2.0], [-0.6, -0.5, 1.3], [0.3, 0.2, -0.5], [0.0, -0.2, 0.2], [0.2, -0.1, 0.4], [-0.2, 0.1, 0.1], [-0.1, -0.3, 0.5], [0.0, 0.1, 0.2]], "nbo_charge": [-0.618, 0.445, -0.023, 0.023, -0.479, 0.432, -0.563, 0.383, 0.132, 0.268], "multiplicity": 1, "smiles": "N=C=CC=O.N#N", "total_charge": 0, "homo_lumo_gap_ev": 10.00, "de_lowest_kj_mol": 141.8}



No. 8
{"formula": "C3H3N3O", "method": "ωB97M-V/def2-TZVPD", "elements": ["C", "C", "C", "N", "N", "N", "O", "H", "H", "H"], "coordinates": [[-2.318960, 0.804846, -0.003008], [-0.280526, -1.556327, 0.140037], [1.462781, 0.028423, 0.421860], [-1.454944, 1.526236, -0.169418], [-1.266887, -2.136692, 0.191128], [0.733533, -0.820415, -0.146449], [-3.354974, 0.084728, -0.078582], [2.043776, 0.716787, -0.244381], [1.375254, 0.197459, 1.581867], [-3.330689, -0.821545, 0.390710]], "forces_ev_per_a": [[-0.5, -0.8, -0.4], [0.1, 0.1, 0.6], [-0.7, 0.8, 1.9], [1.7, 1.3, 0.3], [-1.4, -0.8, 0.4], [1.5, 0.8, -1.6], [-1.7, -2.5, 1.1], [-0.1, -0.8, 1.0], [0.5, -0.1, -2.2], [0.6, 1.9, -0.9]], "nbo_charge": [0.563, 0.437, 0.085, -0.459, -0.419, -0.477, -0.659, 0.204, 0.173, 0.552], "multiplicity": 1, "smiles": "C=NC#N.N#CO", "total_charge": 0, "homo_lumo_gap_ev": 9.81, "de_lowest_kj_mol": 291.4}



No. 9
{"formula": "C3H3N3O", "method": "ωB97M-V/def2-TZVPD", "elements": ["N", "C", "N", "N", "O", "C", "C", "H", "H", "H"], "coordinates": [[-2.027143, -0.157332, -0.305485], [-1.069178, 0.078507, 0.398906], [-0.088029, 0.376966, -2.620427], [0.943194, -0.010146, -2.614640], [1.480733, -1.149726, 0.085468], [1.216640, -0.439418, 1.034265], [-0.060204, 0.249100, 1.244224], [-2.162701, 0.396765, -1.148414], [1.962004, -0.257055, 1.834573], [-0.195315, 0.912339, 2.091530]], "forces_ev_per_a": [[0.6, 0.1, 0.5], [-0.5, -0.1, -0.3], [1.8, -0.7, 0.0], [-1.7, 0.7, -0.1], [-0.1, 0.2, 0.4], [0.1, -0.2, -0.2], [-0.1, 0.0, -0.1], [0.0, 0.0, 0.1], [-0.1, 0.0, -0.1], [0.0, -0.1, -0.1]], "nbo_charge": [-0.597, 0.531, -0.047, 0.048, -0.546, 0.407, -0.578, 0.407, 0.118, 0.256], "multiplicity": 1, "smiles": "N=C=CC=O.N#N", "total_charge": 0, "homo_lumo_gap_ev": 10.19, "de_lowest_kj_mol": 76.3}



No. 10
{"formula": "C3H3N3O2", "method": "ωB97M-V/def2-TZVPD", "elements": ["C", "C", "C", "H", "H", "H", "N", "N", "N", "O", "O"], "coordinates": [[-0.908840, -0.122585, -0.084038], [0.857922, -1.366727, -0.080260], [1.424553, -0.017063, -0.054622], [-0.549097, 2.344305, 0.459285], [-2.989704, -0.219069, 0.158417], [1.375606, -2.516089, 0.129192], [0.260958, 0.747885, 0.214313], [-1.990408, 0.350689, -0.091268], [-0.446507, -1.470008, -0.247190], [0.367052, 2.021775, -0.322472], [2.598466, 0.246887, -0.081358]], "forces_ev_per_a": [[5.2, -1.6, -0.6], [-1.9, -6.4, 0.0], [-0.1, 0.1, 1.6], [3.9, -0.2, -4.0], [4.1, 1.5, -1.8], [-0.8, 3.9, -1.0], [2.4, -2.1, -1.9], [-9.0, 1.3, 2.1], [2.6, 1.1, 1.4], [-5.6, 1.8, 4.6], [-0.8, 0.6, -0.3]], "nbo_charge": [0.504, 0.059, 0.559, 0.495, 0.415, 0.236, -0.223, -0.654, -0.410, -0.493, -0.488], "multiplicity": 1, "total_charge": 0, "homo_lumo_gap_ev": 8.89, "de_lowest_kj_mol": 629.3}